Computed, not measured: a cluster of 14 separate species, C17H62N4O14 in total at a distorted geometry, with wB97M-V/def2-TZVPD.

Each atom is followed by the atoms it is bonded to, with distances in Å.
Atoms and positions in Å:
1 C 0.3332 2.8507 -3.9877  C2 1.494, H4 1.104, H5 1.108, H6 1.079
2 C 1.7240 2.8113 -4.5322  C1 1.494, O3 1.411, H7 1.155, H8 1.054
3 O 1.9962 3.9113 -5.3730  C2 1.411, H9 0.945
4 H 0.1408 3.8339 -3.5236  C1 1.104
5 H 0.1894 2.1072 -3.1790  C1 1.108
6 H -0.4666 2.7813 -4.7078  C1 1.079
7 H 1.9786 1.8218 -5.0697  C2 1.155
8 H 2.3460 2.9082 -3.6871  C2 1.054
9 H 2.1555 4.7207 -4.9113  O3 0.945
10 C -2.3909 2.0144 3.9507  C11 1.551, H13 1.128, H14 1.128, H15 1.077
11 C -0.9336 1.5869 3.6375  C10 1.551, O12 1.414, H16 1.082, H17 1.084
12 O -0.1341 1.7948 4.7852  C11 1.414, H18 0.982
13 H -2.7705 1.3663 4.7919  C10 1.128
14 H -3.0838 2.0776 3.0628  C10 1.128
15 H -2.2869 3.0401 4.2617  C10 1.077
16 H -0.4378 2.0894 2.8175  C11 1.082
17 H -0.9272 0.5545 3.3068  C11 1.084
18 H 0.8066 1.8866 4.5170  O12 0.982
19 C -3.2693 -0.9138 2.7004  C20 1.490, H22 1.079, H23 1.109, H24 1.113
20 C -4.6939 -0.4931 2.8143  C19 1.490, O21 1.436, H25 1.057, H26 1.090
21 O -5.5461 -1.1864 3.7396  C20 1.436, H27 0.953
22 H -2.7427 -0.8607 3.6405  C19 1.079
23 H -2.6913 -0.2551 2.0205  C19 1.109
24 H -3.3016 -1.9601 2.3208  C19 1.113
25 H -5.1410 -0.4351 1.8586  C20 1.057
26 H -4.7323 0.5480 3.1330  C20 1.090
27 H -5.1959 -1.0661 4.6177  O21 0.953
28 C -0.3430 -3.7920 -1.5015  O29 1.356, N30 1.312, N31 1.287
29 O -1.5046 -4.1280 -2.1148  C28 1.356
30 N -0.3098 -3.6273 -0.2004  C28 1.312, H32 1.059, H33 1.032
31 N 0.8283 -3.7356 -2.0326  C28 1.287, H34 1.052, H35 1.024
32 H -1.2274 -3.8249 0.2893  N30 1.059
33 H 0.5649 -3.4239 0.3073  N30 1.032
34 H 0.9895 -3.8560 -3.0652  N31 1.052
35 H 1.6578 -3.3811 -1.5488  N31 1.024
36 C 2.8372 -2.7265 0.2809  O37 1.347, N38 1.346, N39 1.312
37 O 3.2527 -1.4706 0.5370  C36 1.347
38 N 1.9817 -3.4705 1.0059  C36 1.346, H40 1.040, H41 0.998
39 N 3.1660 -3.2974 -0.8542  C36 1.312, H42 1.030, H43 1.046
40 H 1.9608 -3.0392 1.9518  N38 1.040
41 H 1.9448 -4.4658 0.9487  N38 0.998
42 H 3.6959 -2.7012 -1.5059  N39 1.030
43 H 3.0849 -4.3089 -1.1094  N39 1.046
44 C 2.4464 1.6708 2.7877  O45 1.465, H46 1.096, H47 1.085, H48 1.021
45 O 2.4776 2.0528 4.2022  C44 1.465, H49 0.994
46 H 1.9443 2.4332 2.1804  C44 1.096
47 H 1.8778 0.7689 2.5871  C44 1.085
48 H 3.3860 1.5865 2.3981  C44 1.021
49 H 3.0429 2.8666 4.2835  O45 0.994
50 C 3.6078 1.4431 -0.5575  O51 1.338, H52 1.128, H53 1.151, H54 1.092
51 O 4.6850 0.6496 -0.5288  C50 1.338, H55 0.971
52 H 3.6122 1.9903 -1.5440  C50 1.128
53 H 3.7734 2.2173 0.2774  C50 1.151
54 H 2.6388 0.9576 -0.4224  C50 1.092
55 H 4.3840 -0.0508 0.0726  O51 0.971
56 C 0.0484 -0.0193 0.0717  O57 1.455, H58 1.090, H59 1.065, H60 1.072
57 O -0.8919 -1.1039 0.3094  C56 1.455, H61 1.007
58 H 0.9720 -0.3272 0.5619  C56 1.090
59 H -0.1412 0.8851 0.6011  C56 1.065
60 H 0.2626 0.1176 -0.9699  C56 1.072
61 H -0.3629 -1.9386 0.1166  O57 1.007
62 C -2.5462 2.1610 -1.3602  O63 1.412, H64 1.068, H65 1.111, H66 1.113
63 O -3.8469 2.4591 -1.8210  C62 1.412, H67 0.959
64 H -2.6143 1.5170 -0.5108  C62 1.068
65 H -2.2393 3.1625 -0.9898  C62 1.111
66 H -1.9325 1.6613 -2.1435  C62 1.113
67 H -4.4691 1.9191 -1.3298  O63 0.959
68 C 0.4985 -1.8773 3.4243  O69 1.390, H70 1.083, H71 1.097, H72 1.093
69 O 1.6376 -2.6478 3.6257  C68 1.390, H73 0.982
70 H 0.4216 -1.1318 4.2054  C68 1.083
71 H -0.3822 -2.5307 3.4117  C68 1.097
72 H 0.5075 -1.3766 2.4524  C68 1.093
73 H 1.6596 -2.9612 4.5556  O69 0.982
74 C -4.0839 -2.0942 -0.5624  O75 1.373, H76 1.119, H77 1.122, H78 1.079
75 O -3.4819 -0.8607 -0.5582  C74 1.373, H79 0.988
76 H -3.3275 -2.7768 -1.0246  C74 1.119
77 H -4.9948 -2.1512 -1.2151  C74 1.122
78 H -4.4076 -2.3710 0.4290  C74 1.079
79 H -2.5310 -1.0338 -0.3540  O75 0.988
80 C 2.8720 -0.6052 -3.4530  O81 1.416, H82 1.136, H83 1.054, H84 1.109
81 O 3.9366 -1.1583 -2.7011  C80 1.416, H85 0.971
82 H 3.2867 -0.2725 -4.4566  C80 1.136
83 H 2.4728 0.2409 -2.9667  C80 1.054
84 H 1.9964 -1.2855 -3.4871  C80 1.109
85 H 4.2022 -0.4620 -2.0781  O81 0.971
86 C 0.2730 3.8530 -0.1429  O87 1.388, H88 1.099, H89 1.079, H90 1.046
87 O 1.3214 3.2114 -0.7870  C86 1.388, H91 0.952
88 H -0.3416 3.2263 0.5181  C86 1.099
89 H -0.3350 4.2062 -0.9617  C86 1.079
90 H 0.5534 4.6458 0.4795  C86 1.046
91 H 1.9389 3.8931 -1.0343  O87 0.952
92 C -1.2018 -0.9058 -3.1061  O93 1.394, H94 1.101, H95 1.071, H96 1.067
93 O -0.6981 -1.6762 -4.1529  C92 1.394, H97 0.959
94 H -1.2513 -1.4748 -2.1652  C92 1.101
95 H -2.2095 -0.6021 -3.3054  C92 1.071
96 H -0.5463 -0.0731 -2.9841  C92 1.067
97 H -1.4046 -2.3134 -4.2711  O93 0.959

Properties
Relative energy (zero: lowest compared OMol25 entry of this formula, charge and spin)   128.2 kJ/mol
Calculated total energy   -53253.8023 eV
E_LUMO   -0.16 eV
Strongest force on any atom   8.2 eV/A
Gap between HOMO and LUMO   9.29 eV